The following is a DFT calculation (the ωB97M-V functional and the def2-TZVPD basis) of C2H7BrNOP in the gas phase.

Last column: Mulliken spin population.
Element x y z (Å)
C (-0.85687, 0.58393, 0.59123)  -0.005
C (1.08646, -0.56907, 1.18689)  -0.007
N (0.23805, -0.17832, 0.11459)  0.300
O (-1.16907, -0.48660, -1.89144)  0.039
P (0.38137, -0.65104, -1.53595)  0.944
Br (1.12230, 1.45066, -2.53044)  0.639
H (-1.42919, 0.79236, -0.26088)  0.012
H (-1.24924, 0.12808, 1.57531)  0.001
H (-0.51640, 1.58801, 0.80261)  0.029
H (0.54128, -1.20738, 2.04457)  0.020
H (1.93951, -1.17667, 0.93337)  0.010
H (1.29695, 0.26531, 1.83027)  0.013
H (-1.38517, -0.53928, -2.86014)  0.006

Summary:
**Multiplicity**: 3
**HOMO-LUMO gap (alpha / beta)**: 5.67 / 6.00 eV
**M**: 171.962 g mol⁻¹
**LUMO (alpha / beta)**: 0.66 / -3.05 eV

***

The following is a DFT calculation (the ωB97M-V functional and the def2-TZVPD basis) of a molecular structure, C36H38O2P2Sn.

Last column: Löwdin charge in e.
Element x y z (Å)
Sn (-0.01984, -0.56864, 1.78509)  1.499
C (4.20708, -5.10520, -2.36153)  -0.100
C (3.57182, -3.94236, -2.53948)  -0.127
C (2.45297, -3.62184, -3.48693)  -0.205
C (1.12622, -3.65924, -2.70940)  -0.204
C (0.88905, -4.98386, -2.02540)  -0.117
C (1.29902, -6.18922, -2.44766)  -0.098
C (2.36239, -6.52762, -3.45315)  -0.206
C (3.78267, -6.47009, -2.83316)  -0.173
C (-0.16895, -2.47810, 2.90987)  -0.151
H (5.14716, -5.09521, -1.78845)  0.108
H (3.82674, -3.08449, -1.89713)  0.090
H (2.41200, -4.27582, -4.36730)  0.099
H (2.57874, -2.59144, -3.85649)  0.106
H (1.11618, -2.87662, -1.92900)  0.078
H (0.29895, -3.44457, -3.41041)  0.118
H (0.06229, -4.95583, -1.31407)  0.088
H (0.86030, -7.10902, -2.02082)  0.113
H (2.27503, -5.97445, -4.39346)  0.097
H (2.18570, -7.57666, -3.73064)  0.112
H (3.78276, -7.15709, -1.96384)  0.124
H (4.48333, -6.89015, -3.57535)  0.120
H (0.69195, -2.55797, 3.59138)  0.044
H (-0.09215, -3.18492, 2.06749)  0.037
H (-1.11136, -2.60587, 3.45182)  0.011
P (0.63777, 2.77076, 1.04400)  1.101
P (-2.33334, 1.54673, 1.88848)  0.993
C (-0.74283, 2.63235, -0.13097)  -0.319
C (-1.99260, 2.29775, 0.26672)  -0.305
C (0.94429, 4.59868, 0.85857)  -0.378
C (0.58762, 5.34228, -0.27553)  -0.084
C (0.87895, 6.71315, -0.33327)  -0.048
C (1.49623, 7.35755, 0.74568)  -0.039
C (1.84272, 6.61094, 1.88234)  -0.054
C (1.56892, 5.24315, 1.94605)  -0.097
C (1.88020, 2.11862, -0.15514)  -0.342
C (1.59667, 0.84720, -0.67132)  -0.151
C (2.59393, 0.08581, -1.26312)  -0.048
C (3.79477, 0.69642, -1.61677)  0.006
C (3.98284, 2.05838, -1.36187)  -0.010
C (3.05159, 2.75843, -0.58531)  -0.026
C (-3.86214, 2.52824, 2.23660)  -0.362
C (-3.72197, 3.92585, 2.35194)  -0.095
C (-4.85564, 4.72360, 2.50938)  -0.054
C (-6.13107, 4.14455, 2.56946)  -0.037
C (-6.25760, 2.75170, 2.50390)  -0.045
C (-5.12716, 1.93967, 2.36334)  -0.069
C (-3.08607, -0.04697, 1.34285)  -0.483
C (-3.16964, -1.07247, 2.31254)  -0.184
C (-3.70260, -2.31531, 1.97751)  -0.058
C (-4.14924, -2.54162, 0.67071)  -0.036
C (-4.00439, -1.55902, -0.31071)  -0.037
C (-3.43126, -0.32632, 0.01524)  -0.077
H (-0.48534, 2.80911, -1.18768)  0.106
H (-2.87550, 2.51886, -0.34879)  0.111
H (0.07954, 4.86148, -1.11470)  0.101
H (0.60785, 7.27580, -1.22780)  0.120
H (1.69802, 8.43333, 0.70660)  0.124
H (2.32194, 7.09916, 2.73102)  0.119
H (1.83032, 4.66279, 2.83614)  0.108
H (0.59630, 0.41001, -0.57361)  0.056
H (2.41897, -0.97190, -1.46720)  0.098
H (4.55137, 0.09653, -2.11572)  0.132
H (4.86923, 2.56005, -1.75610)  0.131
H (3.22245, 3.80816, -0.35682)  0.120
H (-2.72841, 4.37617, 2.28453)  0.105
H (-4.74164, 5.80520, 2.57644)  0.118
H (-7.01698, 4.77900, 2.66830)  0.124
H (-7.24389, 2.29174, 2.55153)  0.120
H (-5.23674, 0.85378, 2.30921)  0.106
H (-2.77931, -0.91021, 3.32045)  0.106
H (-3.78047, -3.09880, 2.73698)  0.127
H (-4.60892, -3.49683, 0.42085)  0.124
H (-4.35577, -1.73548, -1.33224)  0.127
H (-3.27653, 0.41848, -0.76348)  0.103
O (1.74809, -1.69250, 0.80850)  -0.238
C (2.68405, -1.43587, 1.66845)  -0.473
O (2.51398, -0.75334, 2.71336)  -0.067
H (3.67842, -1.86855, 1.42852)  0.163

Summary:
**Net charge**: +2
**HOMO-LUMO gap (alpha / beta)**: 2.89 / 2.26 eV
**M**: 683.357 g mol⁻¹
**LUMO (alpha / beta)**: -9.51 / -10.14 eV

***

The following is a DFT calculation (the ωB97M-V functional and the def2-TZVPD basis) of 3 unconnected molecules or ions with the total composition C25H44BrNO5.

Last column: Löwdin charge in e.
Element x y z (Å)
C (-0.33320, 3.48018, 3.12919)  -0.077
C (-0.16554, 4.07899, 1.70376)  -0.193
C (-0.05805, 2.97879, 0.65762)  -0.160
O (0.80502, 3.27898, -0.45827)  -0.016
N (2.05692, 3.66597, -0.04638)  -0.070
C (2.81360, 2.83917, 0.69274)  0.051
C (4.06666, 3.23571, 1.13057)  -0.084
C (4.93265, 2.31324, 1.95617)  -0.101
C (4.67363, 0.81251, 1.70805)  -0.259
C (3.96054, 0.10670, 2.86517)  -0.547
Br (2.11966, -0.38944, 2.41185)  0.664
C (4.48534, 4.52065, 0.78343)  0.000
C (5.80493, 5.05203, 1.24269)  -0.492
O (5.90705, 5.45946, 2.34929)  0.202
O (6.83261, 5.01127, 0.37014)  0.128
C (3.70339, 5.34837, -0.00254)  -0.013
C (4.14542, 6.72696, -0.45080)  -0.726
O (3.83763, 7.68803, 0.25261)  0.039
O (4.80589, 6.68180, -1.50921)  0.001
C (2.46189, 4.88725, -0.40987)  0.102
H (0.02823, 2.45890, 3.19074)  0.055
H (-1.36871, 3.54918, 3.44389)  0.071
H (0.22115, 4.10549, 3.82350)  0.073
H (0.70831, 4.72518, 1.73750)  0.104
H (-1.02602, 4.71689, 1.53362)  0.110
H (-1.03217, 2.82685, 0.20502)  0.135
H (0.20736, 2.02663, 1.11252)  0.087
H (2.39026, 1.87758, 0.93187)  0.076
H (4.80010, 2.53304, 3.01082)  0.130
H (5.95733, 2.51520, 1.65819)  0.125
H (4.16221, 0.63048, 0.76992)  0.092
H (5.63578, 0.31802, 1.60051)  0.112
H (3.90749, 0.70689, 3.76337)  0.057
H (4.46534, -0.82241, 3.08807)  0.054
H (6.65151, 5.67147, -0.32772)  0.128
H (1.79306, 5.48238, -1.00752)  0.171
C (-2.35213, -5.49165, -0.42676)  -0.105
C (-2.27856, -5.53361, 1.09680)  -0.263
C (-2.14907, -4.15427, 1.73974)  -0.224
C (-0.88548, -3.37753, 1.36814)  -0.233
C (0.43069, -4.08294, 1.68824)  -0.274
C (0.62957, -4.35149, 3.17702)  -0.111
H (-1.43791, -5.08625, -0.86408)  0.066
H (-2.49209, -6.49531, -0.83037)  0.071
H (-3.19154, -4.87677, -0.75863)  0.060
H (-1.45077, -6.17725, 1.40679)  0.099
H (-3.18877, -6.00429, 1.47723)  0.105
H (-2.20058, -4.26630, 2.82648)  0.102
H (-3.01957, -3.55165, 1.45962)  0.107
H (-0.90730, -2.41572, 1.89314)  0.103
H (-0.90512, -3.13580, 0.30174)  0.085
H (1.25180, -3.45328, 1.33440)  0.082
H (0.50530, -5.02210, 1.13324)  0.100
H (0.58660, -3.42199, 3.74913)  0.065
H (1.60282, -4.81030, 3.35762)  0.070
H (-0.12910, -5.02984, 3.57004)  0.066
C (-2.67437, -1.78926, -1.84650)  -0.112
C (-4.05821, -2.19562, -2.34435)  -0.267
C (-4.06246, -2.69527, -3.78756)  -0.227
C (-3.61569, -1.66713, -4.82761)  -0.230
C (-4.42918, -0.37425, -4.84715)  -0.272
C (-5.90071, -0.58654, -5.19096)  -0.112
H (-2.27220, -0.94885, -2.41491)  0.066
H (-2.72272, -1.48589, -0.79870)  0.066
H (-1.97205, -2.62213, -1.92271)  0.064
H (-4.75013, -1.35683, -2.22930)  0.100
H (-4.44033, -2.99466, -1.70317)  0.092
H (-5.06612, -3.05263, -4.03406)  0.102
H (-3.40771, -3.56958, -3.86125)  0.109
H (-3.66590, -2.13222, -5.81696)  0.110
H (-2.56240, -1.41929, -4.66763)  0.101
H (-3.98940, 0.29748, -5.58889)  0.104
H (-4.34827, 0.13955, -3.88508)  0.097
H (-6.00699, -1.07487, -6.16160)  0.075
H (-6.42563, 0.36849, -5.23803)  0.069
H (-6.40560, -1.20053, -4.44366)  0.065

Summary:
**HOMO-LUMO gap**: 7.72 eV
**M**: 518.533 g mol⁻¹
**LUMO**: -0.92 eV